1.
Here is a cluster of 2 separate species, C4H14N3O in total in a non-equilibrium geometry from OMol25. Energies are from ωB97M-V/def2-TZVPD.

The geometry in XYZ format:
```
22
Properties=species:S:1:pos:R:3:forces:R:3:nbo_charge:R:1
O -0.594 -1.856 2.745 0.104 0.130 -0.093 -0.98
N 1.451 2.274 0.427 1.435 1.774 0.418 -0.67
N -1.808 0.250 -0.703 0.466 0.755 1.647 -0.89
N 0.788 -0.502 0.926 -0.579 -0.482 0.373 -0.80
C 1.259 1.280 -0.600 -1.081 -0.333 -1.466 -0.28
C 0.775 0.053 -0.322 0.446 -1.053 1.390 0.31
C 0.257 -0.958 -1.322 0.875 0.120 -2.202 -0.48
C -1.248 -0.805 -1.582 -1.142 2.684 -1.834 -0.22
H -1.468 -0.280 -2.534 0.903 -1.176 -0.403 0.20
H -1.723 -1.783 -1.700 -0.347 0.413 0.931 0.23
H -1.518 1.189 -0.991 0.310 -0.805 -0.257 0.35
H 1.244 1.715 -1.580 0.071 -0.113 -0.306 0.22
H 0.854 -0.864 -2.266 -0.716 0.322 0.504 0.24
H 0.866 3.166 0.353 -0.003 -1.853 0.730 0.45
H -2.770 0.428 -0.488 -0.689 -1.270 -0.274 0.39
H 0.213 -1.335 0.986 0.202 0.057 -0.036 0.43
H 0.406 -2.026 -1.138 0.512 0.420 1.110 0.25
H -0.098 -2.601 3.100 -0.358 -0.034 0.253 0.49
H 0.625 -0.066 1.830 0.258 0.588 -0.475 0.40
H 2.380 2.711 0.355 0.223 -0.270 -0.396 0.43
H 1.566 1.817 1.336 -1.003 0.441 0.246 0.45
H -1.457 -1.806 3.166 0.115 -0.315 0.139 0.50
```
Positions in Å, forces in eV/Å.

Calculated values
Net charge: +1
Kohn-Sham gap: 8.63 eV
LUMO energy: -3.5 eV
HOMO: -12.087 eV
Relative energy (zero: lowest compared OMol25 entry of this formula, charge and spin): 327.0 kJ/mol
Max |F|: 3.45 eV Å⁻¹



2.
Here is a cluster of 2 separate species, C4H14N3O in total in a non-equilibrium geometry from OMol25. Energies are from ωB97M-V/def2-TZVPD.

The geometry in XYZ format:
```
22
Properties=species:S:1:pos:R:3:forces:R:3:nbo_charge:R:1
O -0.376 -0.693 -2.265 0.771 0.270 -0.093 -0.76
N -0.827 -1.495 2.226 0.226 -0.196 0.235 -0.78
N -0.057 0.533 1.382 -0.909 -0.543 -0.704 -0.52
N 0.385 -1.467 0.275 -0.595 -0.311 -0.674 -0.81
C 0.758 -0.420 -3.118 0.275 0.577 1.107 -0.26
C 0.076 2.847 0.755 -0.328 0.916 0.804 -0.64
C -0.253 -0.765 1.240 1.632 -0.657 0.848 0.69
C 0.235 1.441 0.259 0.015 -0.467 -0.480 -0.23
H 0.174 3.674 0.055 0.165 -0.474 -0.484 0.25
H -0.267 0.886 2.294 -0.265 0.574 0.164 0.42
H 0.328 -2.467 0.423 -0.191 0.057 -0.091 0.40
H -0.371 -2.366 2.463 -0.300 -0.105 -0.245 0.41
H -1.336 -1.107 3.001 0.117 0.502 -0.036 0.42
H -0.916 2.990 1.200 0.051 -0.151 -0.077 0.22
H -0.437 1.158 -0.556 -0.125 0.387 0.138 0.22
H -1.068 -1.054 -2.800 -0.769 -0.382 -0.426 0.49
H 0.204 -1.269 -0.735 0.145 0.473 0.555 0.46
H 1.496 -0.002 -2.425 0.101 -0.149 -0.270 0.18
H 0.797 3.067 1.548 0.049 -0.153 -0.027 0.22
H 1.231 1.219 -0.126 0.215 0.125 0.259 0.21
H 1.167 -1.325 -3.554 -0.091 -0.075 -0.254 0.19
H 0.546 0.365 -3.839 -0.187 -0.218 -0.250 0.20
```
Positions in Å, forces in eV/Å.

Calculated values
Net charge: +1
Kohn-Sham gap: 11.49 eV
LUMO energy: -3.0 eV
HOMO: -14.473 eV
Relative energy (zero: lowest compared OMol25 entry of this formula, charge and spin): 107.5 kJ/mol
Max |F|: 1.95 eV Å⁻¹



3.
Here is a structure of composition C4H14N3ReS in a non-equilibrium geometry from OMol25. Energies are from ωB97M-V/def2-TZVPD.

The geometry in XYZ format:
```
23
Properties=species:S:1:pos:R:3:forces:R:3:nbo_charge:R:1
Re -1.360 -0.477 -0.957 -2.764 1.654 -3.673 0.53
S -0.704 -1.273 0.908 2.472 -1.195 4.230 -0.09
N 0.860 0.796 1.920 -0.972 -1.464 -0.616 -0.58
N -0.588 1.493 -1.164 0.894 1.632 -0.276 -0.99
N 1.772 -0.244 0.228 -1.064 -0.576 0.580 -0.58
C 2.698 0.826 0.502 0.860 -0.109 -0.713 -0.23
C 0.718 -0.255 1.076 -0.064 0.621 -0.420 0.31
C 2.071 1.539 1.678 0.159 0.823 0.857 -0.23
C -2.881 -2.899 -1.239 0.381 -1.353 0.178 -0.81
H -2.577 -1.980 -1.794 -0.329 -0.150 -0.277 0.15
H 1.884 -0.923 -0.502 0.021 -0.176 0.004 0.44
H -1.137 2.146 -1.739 -0.167 -0.583 0.114 0.42
H 3.682 0.416 0.733 0.016 0.173 -0.023 0.23
H -2.803 0.434 -0.869 0.430 -0.541 -0.205 -0.17
H -2.625 -2.862 -0.175 -0.061 -0.066 -0.230 0.23
H 0.180 1.000 2.630 0.005 -0.002 0.101 0.44
H -3.960 -3.094 -1.309 0.329 0.671 -0.123 0.26
H 2.699 1.508 2.569 0.102 0.148 -0.093 0.23
H -0.499 2.022 -0.288 -0.218 -0.402 -0.007 0.40
H 1.825 2.578 1.450 0.163 0.002 0.086 0.21
H 2.778 1.468 -0.379 0.177 0.032 0.119 0.21
H 0.347 1.575 -1.579 -0.163 -0.255 0.005 0.39
H -2.380 -3.794 -1.700 -0.206 1.116 0.384 0.25
```
Positions in Å, forces in eV/Å.

Calculated values
Net charge: +1
Kohn-Sham gap (alpha / beta): 6.90 / 6.90 eV
LUMO energy (alpha / beta): -3.1 / -3.8 eV
<S²>: 3.77
HOMO (alpha / beta): -10.015 / -10.728 eV
Max |F|: 5.04 eV Å⁻¹
Spin multiplicity: 4



4.
Here is a cluster of 2 separate species, C4H14N4 in total in a non-equilibrium geometry from OMol25. Energies are from ωB97M-V/def2-TZVPD.

The geometry in XYZ format:
```
22
Properties=species:S:1:pos:R:3:forces:R:3:nbo_charge:R:1
N -1.220 -0.606 1.940 0.740 -0.478 0.106 -0.72
N 0.267 -0.115 -0.547 -0.123 0.857 -0.502 -0.48
N -1.393 1.522 0.151 -0.812 -1.593 1.564 -0.87
N 1.614 -0.411 -0.899 -0.076 0.342 0.033 -0.67
C -0.129 1.368 -0.476 0.998 -1.105 -0.383 0.11
C 0.324 -2.460 1.343 -0.052 0.207 -0.539 -0.69
C -0.086 2.031 -1.853 0.020 0.002 0.460 -0.63
C -0.046 -1.037 1.628 -1.268 -0.425 1.943 0.23
H 2.185 -0.232 -0.072 -0.074 -0.024 -0.275 0.34
H -0.308 3.089 -1.740 -0.024 0.111 -0.067 0.23
H 0.887 -2.871 2.178 0.007 -0.012 0.125 0.23
H -1.957 -1.294 1.790 0.183 -0.172 -0.170 0.33
H 0.776 -0.413 1.982 0.121 0.277 -0.608 0.16
H -0.556 -3.074 1.158 -0.063 -0.006 0.057 0.21
H 1.944 0.199 -1.648 0.050 -0.074 0.175 0.33
H -2.140 1.296 -0.499 -0.006 0.134 -0.099 0.34
H 0.962 -2.499 0.462 0.115 -0.070 -0.070 0.24
H 0.890 1.941 -2.329 0.027 -0.033 -0.006 0.20
H -1.484 0.776 0.975 0.293 2.029 -1.677 0.42
H 0.648 1.797 0.172 -0.057 0.016 -0.099 0.16
H -0.838 1.588 -2.506 -0.075 -0.059 -0.061 0.20
H -0.339 -0.594 -1.211 0.077 0.077 0.093 0.35
```
Positions in Å, forces in eV/Å.

Calculated values
Net charge: 0
Kohn-Sham gap: 9.65 eV
LUMO energy: 1.1 eV
HOMO: -8.574 eV
SMILES: C[C@@H](N)NN.[H]/N=C\C
Relative energy (zero: lowest compared OMol25 entry of this formula, charge and spin): 217.3 kJ/mol
Max |F|: 2.65 eV Å⁻¹



5.
Here is a cluster of 2 separate species, C4H14N4 in total in a non-equilibrium geometry from OMol25. Energies are from ωB97M-V/def2-TZVPD.

The geometry in XYZ format:
```
22
Properties=species:S:1:pos:R:3:forces:R:3:nbo_charge:R:1
N 1.578 2.062 0.990 -0.277 -0.296 -0.297 -0.82
N 1.620 0.550 -2.422 -0.196 0.054 -0.019 -0.84
N -1.790 -0.484 2.368 -0.396 -0.022 -0.446 -0.84
N -1.244 -1.899 -1.049 0.391 0.191 0.165 -0.84
C 1.632 0.684 -1.005 0.071 0.015 0.390 -0.12
C 1.680 1.868 -0.411 0.226 0.599 0.201 -0.02
C -1.434 -1.938 0.422 0.131 -0.417 -1.108 -0.22
C -1.658 -0.528 0.906 -0.031 0.145 0.501 -0.22
H 1.607 -0.196 -0.361 -0.107 -0.130 -0.081 0.16
H -1.297 -2.824 -1.444 -0.224 -0.283 0.021 0.35
H 0.680 0.369 -2.753 -0.050 0.106 -0.077 0.36
H 1.841 2.780 -0.976 -0.057 -0.147 -0.267 0.19
H 1.555 3.036 1.248 0.057 0.039 -0.072 0.37
H -2.583 -0.150 0.472 0.016 -0.011 -0.084 0.20
H -2.197 0.396 2.651 0.062 0.019 0.126 0.36
H -0.290 -1.609 -1.253 -0.127 0.207 0.035 0.34
H -0.841 0.106 0.535 -0.038 -0.010 -0.118 0.15
H 2.178 -0.232 -2.720 0.238 -0.178 -0.080 0.36
H -2.306 -2.567 0.598 -0.041 0.122 0.291 0.20
H -0.573 -2.412 0.905 -0.062 0.116 0.317 0.16
H 0.728 1.632 1.325 0.059 -0.107 0.323 0.37
H -0.894 -0.577 2.806 0.356 -0.013 0.280 0.35
```
Positions in Å, forces in eV/Å.

Calculated values
Net charge: 0
Kohn-Sham gap: 9.30 eV
LUMO energy: 1.0 eV
HOMO: -8.318 eV
SMILES: N/C=C/N.NCCN
Relative energy (zero: lowest compared OMol25 entry of this formula, charge and spin): 128.5 kJ/mol
Max |F|: 1.19 eV Å⁻¹



6.
Here is the molecule C4H14N4O in a non-equilibrium geometry from OMol25. Energies are from ωB97M-V/def2-TZVPD.

The geometry in XYZ format:
```
23
Properties=species:S:1:pos:R:3:forces:R:3:nbo_charge:R:1
O -1.263 -0.340 -1.734 -0.514 0.721 0.538 -0.60
N -1.323 -1.705 0.438 -0.580 -2.274 -2.588 -0.85
N -1.031 0.031 1.732 -0.400 2.252 1.986 -0.81
N 0.771 -0.899 0.822 1.993 1.172 0.085 -0.66
N -0.870 0.390 -0.531 -0.464 0.633 -1.749 -0.19
C 0.525 2.410 0.046 -0.033 0.026 0.267 -0.61
C 0.129 1.358 -0.981 0.215 0.384 -0.218 -0.23
C 1.577 -1.488 -0.226 0.568 -0.429 -0.139 -0.43
C -0.553 -0.526 0.533 -0.517 -0.798 1.247 0.49
H 1.112 -1.486 -1.215 -0.105 0.101 0.075 0.20
H -2.024 0.140 1.556 -0.018 0.301 0.265 0.36
H 1.027 0.868 -1.372 0.039 -0.133 0.053 0.17
H -0.300 1.903 -1.832 -0.139 -0.383 0.217 0.21
H 1.136 3.179 -0.440 -0.078 -0.189 -0.013 0.21
H 1.118 1.994 0.863 -0.151 0.097 0.028 0.20
H -0.977 -0.734 2.395 0.082 0.251 0.290 0.36
H -1.312 -1.911 -0.556 -0.473 -0.710 -0.111 0.37
H -0.724 -2.416 0.848 -0.366 -0.164 0.191 0.37
H 2.531 -0.955 -0.302 -0.127 -0.128 -0.096 0.20
H 1.810 -2.525 0.036 0.028 -0.006 -0.201 0.19
H -0.356 2.903 0.467 0.124 -0.164 0.010 0.22
H 1.214 -0.069 1.201 0.239 -0.255 0.091 0.37
H -2.217 -0.122 -1.749 0.675 -0.305 -0.228 0.48
```
Positions in Å, forces in eV/Å.

Calculated values
Net charge: 0
Kohn-Sham gap: 9.66 eV
LUMO energy: 0.9 eV
HOMO: -8.736 eV
SMILES: CCN(O)C(N)(N)NC
Relative energy (zero: lowest compared OMol25 entry of this formula, charge and spin): 218.8 kJ/mol
Max |F|: 3.49 eV Å⁻¹



7.
Here is a structure of composition C4H14N4P in a non-equilibrium geometry from OMol25. Energies are from ωB97M-V/def2-TZVPD.

The geometry in XYZ format:
```
23
Properties=species:S:1:pos:R:3:forces:R:3:nbo_charge:R:1
P -0.648 0.562 0.125 -0.529 0.859 0.988 1.07
N -3.451 0.200 -1.558 -0.321 2.192 -1.371 -1.08
N -0.950 1.794 1.289 1.459 -4.443 2.622 -1.14
N 2.486 -0.379 -1.387 -1.315 -1.336 0.739 -0.72
N 2.757 1.376 0.048 -0.710 -1.825 -2.025 -0.71
C 1.080 -0.161 0.603 -0.594 -0.325 2.462 -0.61
C 2.153 0.218 -0.255 0.983 1.724 0.033 0.56
C 0.417 -1.554 0.580 -2.100 1.315 -0.658 -0.42
C -1.034 -1.063 0.951 -2.250 -0.794 -1.007 -0.73
H 2.817 1.725 0.934 -0.506 0.876 2.838 0.41
H -4.142 0.568 -2.255 0.512 -0.733 1.343 0.38
H -3.774 -0.542 -1.010 -1.236 -1.135 0.707 0.36
H -1.230 1.449 2.286 0.591 1.160 -2.591 0.40
H 1.972 -1.247 -1.536 0.517 0.348 -0.430 0.43
H -2.727 -0.175 -2.118 1.000 -0.342 -0.630 0.35
H 3.249 -0.144 -2.000 -0.021 0.200 0.082 0.43
H -1.465 2.518 0.949 -1.788 2.492 -0.864 0.40
H 3.575 1.529 -0.442 1.884 0.829 -1.364 0.39
H 1.256 0.253 1.692 -0.231 -1.039 -2.097 0.27
H -1.409 -1.098 1.995 0.932 0.380 -0.349 0.25
H -1.948 -1.569 0.388 2.131 0.676 0.918 0.24
H 0.807 -2.340 1.145 0.839 -1.039 1.019 0.24
H 0.209 -1.920 -0.424 0.752 -0.043 -0.366 0.21
```
Positions in Å, forces in eV/Å.

Calculated values
Net charge: +1
Kohn-Sham gap: 9.18 eV
LUMO energy: -3.2 eV
HOMO: -12.356 eV
Relative energy (zero: lowest compared OMol25 entry of this formula, charge and spin): 31.6 kJ/mol
Max |F|: 5.36 eV Å⁻¹



8.
Here is a cluster of 2 separate species, C4H14NO in total in a non-equilibrium geometry from OMol25. Energies are from ωB97M-V/def2-TZVPD.

The geometry in XYZ format:
```
20
Properties=species:S:1:pos:R:3:forces:R:3:nbo_charge:R:1
O -1.609 -2.055 0.289 0.266 -0.063 0.478 -1.01
N -0.181 0.087 -1.019 1.517 1.556 0.017 -0.55
C 1.232 -0.209 1.289 -3.052 -2.469 -1.739 -0.65
C -0.722 1.415 1.009 -1.513 -2.164 -2.571 -0.63
C 0.919 -0.128 -2.071 1.912 2.420 1.140 -0.45
C 0.424 0.700 0.267 0.080 2.939 2.013 -0.05
H 0.726 -0.314 2.347 1.482 1.043 -1.975 0.26
H -2.566 -2.014 0.075 0.815 -0.588 0.960 0.51
H 1.011 1.618 0.013 0.298 -1.411 -0.886 0.23
H 0.902 -1.271 0.866 1.577 1.622 0.858 0.21
H 2.299 0.020 1.146 -0.499 -0.565 0.808 0.25
H 1.811 -0.780 -1.598 -2.584 0.735 -1.736 0.27
H 0.351 -0.250 -3.049 1.529 -0.684 1.155 0.26
H -1.368 2.121 0.469 0.385 -0.328 -0.530 0.22
H 1.469 0.971 -2.082 -1.504 -2.746 -0.343 0.23
H -1.370 -2.515 1.147 -1.180 0.715 -1.589 0.52
H -1.291 0.552 1.258 -1.510 -0.494 0.617 0.21
H -0.693 0.913 -1.424 -0.110 -1.406 0.636 0.44
H -0.797 -0.747 -0.826 0.557 0.647 0.131 0.48
H -0.550 1.885 1.891 1.534 1.241 2.557 0.25
```
Positions in Å, forces in eV/Å.

Calculated values
Net charge: +1
Kohn-Sham gap: 12.56 eV
LUMO energy: -3.1 eV
HOMO: -15.625 eV
Relative energy (zero: lowest compared OMol25 entry of this formula, charge and spin): 253.9 kJ/mol
Max |F|: 4.29 eV Å⁻¹



9.
Here is a cluster of 2 separate species, C4H14NO in total in a non-equilibrium geometry from OMol25. Energies are from ωB97M-V/def2-TZVPD.

The geometry in XYZ format:
```
20
Properties=species:S:1:pos:R:3:forces:R:3:nbo_charge:R:1
O 0.583 -1.845 1.377 -0.598 -0.820 -0.070 -0.97
N -0.761 0.547 -0.550 0.978 0.673 -1.109 -0.51
C -0.058 1.552 1.593 0.070 0.805 -0.921 -0.62
C 0.067 -1.532 -1.697 0.949 2.139 0.304 -0.62
C 0.461 -0.108 -1.165 -1.145 -1.549 -0.335 -0.21
C -0.387 1.860 0.111 0.109 -0.535 1.932 -0.22
H -1.452 0.792 -1.258 0.006 -0.508 -0.222 0.43
H 0.537 2.267 -0.299 -0.196 -0.389 -0.638 0.23
H -0.716 -1.340 -2.427 0.091 -0.799 -0.276 0.22
H 1.161 -0.246 -0.353 0.309 0.438 -0.047 0.24
H 0.102 -2.695 1.387 0.043 0.537 -0.085 0.48
H 0.779 0.521 -1.990 0.309 0.083 0.212 0.22
H -1.143 -0.208 0.021 -0.275 0.613 0.737 0.44
H -0.917 1.191 2.159 0.213 0.035 -0.004 0.23
H -1.176 2.595 -0.052 -0.111 -0.267 0.169 0.23
H 0.356 2.467 2.014 -0.308 0.001 0.288 0.25
H -0.200 -2.201 -0.892 -0.351 -0.022 0.071 0.22
H 1.018 -1.883 -2.098 -0.410 -0.350 -0.538 0.25
H 1.339 -2.077 1.915 0.503 0.247 0.288 0.49
H 0.775 0.853 1.590 -0.187 -0.333 0.245 0.22
```
Positions in Å, forces in eV/Å.

Calculated values
Net charge: +1
Kohn-Sham gap: 12.75 eV
LUMO energy: -2.9 eV
HOMO: -15.701 eV
Relative energy (zero: lowest compared OMol25 entry of this formula, charge and spin): 73.2 kJ/mol
Max |F|: 2.36 eV Å⁻¹



10.
Here is a cluster of 3 separate species, C4H14NO in total in a non-equilibrium geometry from OMol25. Energies are from ωB97M-V/def2-TZVPD.

The geometry in XYZ format:
```
20
Properties=species:S:1:pos:R:3:forces:R:3:nbo_charge:R:1
O -0.694 0.868 1.162 -1.513 0.343 -0.345 -0.57
N -2.750 0.000 -0.189 -0.700 1.155 -0.308 -0.76
C 1.682 1.512 0.034 1.790 -1.467 -1.183 -0.50
C 1.039 -0.961 0.143 0.022 0.442 -1.491 -0.38
C 1.250 0.269 -0.743 -1.242 1.204 1.288 -0.41
C -0.113 -1.868 -0.313 1.162 0.957 0.238 -0.61
H 1.882 2.387 -0.578 -0.607 0.265 0.092 0.25
H 0.358 0.554 -1.307 0.101 -0.381 -0.315 0.22
H 2.063 0.025 -1.454 0.116 0.108 -0.072 0.32
H -1.263 1.382 1.801 1.266 0.034 0.019 0.50
H -2.050 0.162 0.552 0.729 -0.721 0.193 0.37
H -2.743 0.823 -0.805 0.157 -0.426 -0.114 0.38
H -3.713 -0.053 0.153 0.275 -0.146 0.243 0.39
H 0.862 1.665 0.818 -0.655 -0.051 0.298 0.29
H -0.693 -2.077 0.586 -0.282 -0.547 -0.025 0.24
H 0.236 -2.780 -0.789 -0.138 -0.243 0.126 0.26
H 2.622 1.286 0.549 -0.279 0.224 0.599 0.24
H 0.700 -0.520 1.119 0.430 0.115 0.238 0.30
H -0.721 -1.296 -1.002 -0.220 -0.262 -0.130 0.22
H 2.044 -1.380 0.262 -0.411 -0.603 0.649 0.25
```
Positions in Å, forces in eV/Å.

Calculated values
Net charge: +1
Kohn-Sham gap: 5.08 eV
LUMO energy: -10.1 eV
HOMO: -15.155 eV
Relative energy (zero: lowest compared OMol25 entry of this formula, charge and spin): 819.7 kJ/mol
Max |F|: 2.60 eV Å⁻¹



Which value of max |F| does entry 10 give? 2.60 eV Å⁻¹